(1)
Formula: C49H113N7O10
Source: the OMol25 dataset
Level of theory: the ωB97M-V functional and the def2-TZVPD basis

Last column: Mulliken charge in e.
Geometry (Å):
C1 -6.09 -3.15 2.35  -1.30
C2 -6.53 -3.61 0.97  0.29
C3 -7.85 -3.01 0.44  -1.03
O1 -8.18 -3.53 -0.86  -0.24
C4 -9.52 -3.92 -0.99  -0.80
N1 -5.35 -3.33 0.09  -0.40
H1 -5.86 -2.08 2.32  0.23
H2 -5.20 -3.72 2.60  0.27
H3 -6.88 -3.29 3.08  0.46
H4 -6.82 -4.66 1.06  0.23
H5 -7.71 -1.93 0.36  0.36
H6 -8.68 -3.03 1.15  0.54
H7 -10.12 -3.01 -0.92  0.33
H8 -9.75 -4.73 -0.30  0.30
H9 -9.62 -4.18 -2.04  0.22
H10 -5.75 -2.70 -0.59  0.16
H11 -5.25 -4.23 -0.36  0.21
C5 5.81 1.69 3.50  -0.76
O2 4.60 2.40 3.05  -0.40
C6 3.61 1.68 2.51  0.83
C7 2.33 2.60 2.22  -0.83
N2 2.47 3.42 1.03  0.24
C8 2.47 2.79 -0.23  0.20
C9 3.35 3.80 -1.14  -0.85
O3 4.66 3.83 -0.66  -0.22
C10 5.38 4.99 -0.99  -0.81
H12 5.58 0.75 4.00  0.24
H13 6.41 2.35 4.13  0.28
H14 6.29 1.26 2.63  0.31
H15 3.36 0.88 3.20  -0.05
H16 3.90 1.04 1.67  -0.27
H17 2.16 3.36 2.98  0.15
H18 1.34 2.17 2.34  0.09
H19 3.41 3.73 1.22  0.33
H20 1.47 2.46 -0.51  0.09
H21 3.09 1.89 -0.21  -0.20
H22 2.88 4.78 -1.14  0.32
H23 3.40 3.52 -2.19  0.61
H24 6.37 5.01 -0.53  0.23
H25 4.86 5.90 -0.69  0.25
H26 5.49 4.90 -2.07  0.36
C11 2.09 -0.16 5.46  -0.60
O4 3.15 -1.00 5.28  -0.30
C12 2.91 -2.45 5.22  -0.92
C13 1.91 -2.96 4.16  -0.02
N3 1.63 -4.43 4.15  -0.40
C14 2.67 -5.31 3.79  -0.15
C15 1.79 -6.48 3.37  -0.97
O5 1.09 -6.12 2.13  -0.22
C16 0.33 -7.18 1.66  -0.88
H27 1.59 0.08 4.52  0.03
H28 2.53 0.84 5.54  0.35
H29 1.40 -0.36 6.28  0.36
H30 2.34 -2.68 6.11  0.42
H31 3.91 -2.89 5.28  0.26
H32 2.30 -2.63 3.19  0.11
H33 0.95 -2.46 4.27  0.29
H34 0.89 -4.58 3.48  0.39
H35 3.32 -5.60 4.62  0.42
H36 3.22 -5.05 2.89  0.01
H37 1.06 -6.85 4.09  0.44
H38 2.41 -7.35 3.17  0.54
H39 -0.06 -7.77 2.49  0.35
H40 1.01 -7.85 1.13  0.33
H41 -0.54 -6.90 1.07  0.21
C17 -6.09 3.10 -4.40  -0.89
O6 -5.51 1.86 -4.49  -0.20
C18 -6.05 0.94 -5.50  -0.86
C19 -5.03 -0.24 -5.52  -0.31
N4 -5.15 -1.12 -4.31  -0.47
C20 -3.99 -1.95 -4.07  1.01
C21 -3.98 -3.24 -5.06  -0.78
O7 -3.61 -2.76 -6.37  -0.38
C22 -2.27 -2.37 -6.30  -0.55
H42 -7.04 3.16 -3.88  0.32
H43 -6.23 3.50 -5.40  0.33
H44 -5.50 3.92 -4.00  0.26
H45 -6.14 1.45 -6.46  0.53
H46 -6.95 0.44 -5.14  0.33
H47 -4.02 0.16 -5.61  0.22
H48 -5.30 -0.93 -6.32  0.40
H49 -5.33 -0.46 -3.56  0.38
H50 -3.93 -2.14 -3.00  -0.28
H51 -3.11 -1.31 -4.18  -0.28
H52 -4.96 -3.67 -5.23  0.33
H53 -3.29 -3.93 -4.58  0.35
H54 -2.27 -1.43 -5.75  0.14
H55 -1.86 -2.08 -7.27  0.30
H56 -1.65 -3.13 -5.81  0.29
C23 0.02 -1.78 0.04  -1.80
C24 -1.32 -1.68 0.87  2.43
C25 -1.14 -0.58 1.95  -1.89
C26 -1.23 0.91 1.60  0.77
C27 -2.54 1.11 0.94  -1.77
C28 -2.70 0.24 -0.32  1.61
N5 -2.46 -1.20 0.06  0.70
O8 -2.99 -2.14 -0.87  -0.27
C29 -4.18 0.32 -0.67  -1.56
C30 -1.88 0.75 -1.52  -1.19
C31 -1.70 -3.01 1.59  -2.14
H57 0.56 -2.64 0.42  0.59
H58 0.70 -0.93 0.10  0.01
H59 -0.17 -2.00 -1.01  0.25
H60 -1.74 -0.80 2.84  0.53
H61 -0.16 -0.67 2.41  0.37
H62 -0.37 1.25 1.02  -0.82
H63 -1.23 1.42 2.57  0.78
H64 -2.58 2.18 0.73  0.33
H65 -3.32 1.01 1.70  0.37
H66 -4.86 -0.26 -0.04  0.20
H67 -4.61 1.31 -0.51  0.50
H68 -4.29 -0.04 -1.69  -0.03
H69 -0.81 0.69 -1.31  0.17
H70 -2.12 0.08 -2.35  -0.11
H71 -2.05 1.79 -1.80  0.38
H72 -2.64 -2.93 2.12  0.39
H73 -0.97 -3.15 2.39  0.36
H74 -1.73 -3.92 0.99  0.35
H75 -3.70 -2.58 -0.40  0.39
C32 7.45 -3.63 -3.22  -1.92
C33 6.04 -3.74 -2.66  1.66
C34 6.29 -4.53 -1.29  -1.66
C35 5.14 -4.51 -0.25  -0.71
C36 4.83 -3.01 -0.05  -1.03
C37 4.54 -2.18 -1.42  2.11
N6 5.71 -2.36 -2.36  0.14
O9 5.48 -1.62 -3.60  -0.45
C38 3.30 -2.60 -2.24  -1.47
C39 4.35 -0.67 -0.97  -1.89
C40 5.19 -4.69 -3.58  -1.64
H76 7.84 -4.59 -3.56  0.40
H77 8.20 -3.28 -2.51  0.42
H78 7.57 -2.95 -4.06  0.38
H79 6.74 -5.50 -1.47  0.59
H80 7.16 -4.13 -0.76  0.43
H81 5.40 -5.07 0.65  0.46
H82 4.22 -5.01 -0.55  0.29
H83 5.66 -2.54 0.46  0.50
H84 4.06 -3.02 0.73  0.02
H85 2.40 -2.04 -2.00  0.16
H86 3.36 -2.57 -3.33  0.28
H87 3.05 -3.63 -1.97  0.33
H88 3.41 -0.69 -0.41  -0.02
H89 5.15 -0.26 -0.35  0.61
H90 4.12 0.02 -1.78  0.45
H91 4.80 -4.13 -4.43  0.37
H92 4.37 -5.16 -3.04  0.30
H93 5.82 -5.53 -3.88  0.43
H94 6.22 -1.01 -3.62  0.36
C41 -1.10 5.28 0.26  -1.67
C42 -0.70 6.78 0.22  1.94
C43 -1.69 7.75 0.85  -1.55
C44 -1.95 7.57 2.30  -0.54
C45 -0.51 8.08 2.95  -1.40
C46 0.71 7.25 2.37  1.65
N7 0.68 7.05 0.87  -0.13
O10 1.78 6.36 0.27  -0.34
C47 2.06 8.06 2.58  -1.90
C48 0.88 6.03 3.25  -1.42
C49 -0.54 7.06 -1.31  -2.05
H95 -0.27 4.81 -0.27  0.31
H96 -2.02 5.14 -0.30  0.56
H97 -1.29 4.79 1.22  0.31
H98 -1.45 8.78 0.58  0.46
H99 -2.61 7.64 0.28  0.48
H100 -2.05 6.52 2.59  0.24
H101 -2.82 7.98 2.82  0.40
H102 -0.46 8.11 4.04  0.50
H103 -0.44 9.15 2.80  0.39
H104 2.24 8.19 3.65  0.42
H105 2.87 7.67 1.98  0.34
H106 1.90 9.09 2.27  0.45
H107 0.46 5.18 2.71  0.06
H108 1.90 5.66 3.42  0.48
H109 0.42 6.15 4.23  0.34
H110 0.16 6.45 -1.88  0.26
H111 -0.30 8.12 -1.42  0.49
H112 -1.53 7.01 -1.76  0.43
H113 1.80 5.45 0.56  0.47

The LUMO energy comes out at 0.58 eV. As for the SMILES: CC1(C)CCCC(C)(C)N1O.CC1(C)CCCC(C)(C)N1O.CC1(C)CCCC(C)(C)N1O.COC[C@H](C)N.COCCNCCOC.COCCNCCOC.COCCNCCOC. The HOMO energy is -7.7 eV. For the largest force on an atom, the calculation gives 0.0795 hartree/bohr. The calculation puts the HOMO-LUMO gap at 8.27 eV. The value obtained for the energy above the lowest of the compared OMol25 structures with the same formula, charge and spin is 133.2 kcal per mole.

=====

(2)
Formula: C49H124N10O17
Source: the OMol25 dataset
Level of theory: the ωB97M-V functional and the def2-TZVPD basis

Last column: Mulliken charge in e.
Geometry (Å):
C1 -6.63 -0.06 -2.85  -0.53
O1 -6.03 -0.92 -1.94  -0.35
C2 -4.70 -0.46 -1.54  1.75
C3 -3.64 -0.77 -2.57  0.93
N1 -3.22 -2.17 -2.45  0.24
C4 -2.15 -2.56 -3.43  -0.41
C5 -1.48 -3.84 -2.96  -0.36
O2 -2.47 -4.80 -3.12  -0.38
C6 -2.32 -6.06 -2.54  -0.79
H1 -7.73 -0.26 -2.88  0.27
H2 -6.11 -0.09 -3.86  0.25
H3 -6.48 0.98 -2.50  0.12
H4 -4.50 -0.93 -0.61  -0.53
H5 -4.75 0.63 -1.33  -1.57
H6 -2.75 -0.22 -2.42  -1.60
H7 -4.07 -0.57 -3.55  0.63
H8 -4.03 -2.70 -2.76  0.37
H9 -1.43 -1.75 -3.58  -0.17
H10 -2.54 -2.70 -4.47  0.46
H11 -1.12 -3.85 -1.92  0.06
H12 -0.58 -4.14 -3.50  0.66
H13 -1.50 -6.56 -3.13  0.35
H14 -3.26 -6.56 -2.83  0.31
H15 -2.05 -6.21 -1.45  0.18
C7 6.15 -3.17 -2.45  -0.02
O3 5.08 -3.70 -3.19  -0.52
C8 3.76 -3.39 -2.66  0.00
C9 3.38 -4.00 -1.37  -0.76
N2 4.08 -3.35 -0.30  0.41
C10 3.74 -3.81 1.03  -0.09
C11 4.76 -3.59 2.03  -0.93
O4 4.92 -2.21 2.24  0.03
C12 5.79 -1.86 3.28  -0.96
H16 6.30 -3.69 -1.46  0.14
H17 5.91 -2.11 -2.26  -0.28
H18 7.11 -3.09 -3.02  0.30
H19 3.11 -3.76 -3.49  0.27
H20 3.68 -2.27 -2.63  -0.12
H21 3.68 -4.99 -1.46  0.54
H22 2.30 -3.91 -1.34  0.44
H23 3.84 -2.40 -0.41  -0.54
H24 3.61 -4.90 0.98  0.58
H25 2.66 -3.40 1.39  -0.16
H26 5.68 -3.94 1.53  0.39
H27 4.58 -4.10 2.99  0.44
H28 6.80 -2.35 3.26  0.31
H29 5.29 -2.01 4.25  0.30
H30 5.87 -0.80 3.17  0.26
C13 1.40 -3.91 6.24  -0.85
O5 1.74 -3.80 4.90  -0.46
C14 1.14 -2.66 4.20  0.91
C15 -0.33 -2.85 3.97  0.11
N3 -0.59 -4.17 3.40  0.30
C16 -1.93 -4.69 3.30  -0.38
C17 -2.09 -6.15 2.96  -0.76
O6 -1.61 -6.47 1.68  -0.20
C18 -1.64 -7.92 1.47  -0.95
H31 2.10 -3.27 6.81  0.30
H32 1.54 -4.91 6.59  0.33
H33 0.40 -3.69 6.61  0.33
H34 1.63 -2.51 3.25  -0.76
H35 1.27 -1.75 4.81  0.04
H36 -0.61 -2.03 3.36  -0.62
H37 -0.92 -2.57 4.91  0.27
H38 0.00 -4.91 3.92  0.31
H39 -2.54 -3.90 2.79  0.16
H40 -2.44 -4.66 4.29  0.32
H41 -3.17 -6.48 2.90  0.35
H42 -1.54 -6.84 3.70  0.36
H43 -1.48 -8.02 0.45  0.24
H44 -2.56 -8.38 1.76  0.39
H45 -0.76 -8.37 1.93  0.33
C19 -3.15 -0.88 1.94  -0.03
O7 -2.28 -0.52 0.85  1.67
C20 -1.44 -1.64 0.46  0.78
C21 -0.55 -0.96 -0.61  -1.17
N4 0.59 -0.18 -0.16  0.74
C22 1.48 -0.75 0.81  1.06
C23 2.79 0.01 0.87  -1.72
O8 3.55 -0.28 -0.24  0.47
C24 4.69 0.49 -0.28  -0.84
H46 -2.62 -0.72 2.91  0.25
H47 -3.66 -1.85 1.87  0.27
H48 -4.02 -0.20 1.98  -0.99
H49 -2.02 -2.42 -0.07  -0.22
H50 -0.91 -2.06 1.33  -0.69
H51 -1.28 -0.33 -1.18  -0.92
H52 -0.19 -1.70 -1.33  -0.05
H53 0.32 0.75 0.12  0.62
H54 1.66 -1.76 0.55  0.81
H55 1.04 -0.74 1.89  -1.48
H56 3.36 -0.22 1.79  0.34
H57 2.56 1.12 0.92  0.64
H58 4.52 1.56 -0.52  0.27
H59 5.43 -0.02 -0.99  0.04
H60 5.18 0.41 0.67  0.26
C25 1.75 2.73 5.56  -0.81
O9 0.50 2.33 5.22  -0.39
C26 0.43 1.17 4.37  -0.75
C27 -0.91 1.14 3.74  0.26
N5 -1.06 2.30 2.87  -0.21
C28 -2.19 2.36 1.99  0.33
C29 -3.45 2.65 2.64  0.94
O10 -3.30 3.95 3.22  -0.42
C30 -4.44 4.48 3.86  -0.90
H61 2.40 3.09 4.75  0.31
H62 2.35 1.91 6.04  0.32
H63 1.73 3.56 6.29  0.28
H64 0.61 0.29 5.00  0.24
H65 1.23 1.15 3.66  0.41
H66 -1.59 1.27 4.55  0.48
H67 -0.95 0.19 3.26  -0.63
H68 -1.03 3.14 3.43  0.55
H69 -2.35 1.40 1.48  -1.26
H70 -1.96 3.17 1.28  0.09
H71 -3.63 1.92 3.43  0.66
H72 -4.23 2.61 1.89  -0.80
H73 -4.87 3.64 4.47  0.32
H74 -5.23 4.77 3.16  0.24
H75 -4.19 5.32 4.49  0.32
C31 -2.06 2.67 -1.33  -0.20
O11 -2.41 2.67 -2.64  -0.35
C32 -1.26 2.73 -3.45  -1.07
C33 -0.54 1.41 -3.75  0.63
N6 0.41 1.53 -4.83  -0.34
C34 1.86 1.59 -4.31  -1.13
C35 2.41 0.20 -4.04  0.89
O12 1.99 -0.80 -4.92  -0.11
C36 2.55 -0.84 -6.21  -0.88
H76 -2.95 2.41 -0.79  -0.57
H77 -1.79 3.70 -0.96  0.46
H78 -1.21 2.05 -1.02  0.52
H79 -0.55 3.49 -2.96  0.24
H80 -1.50 3.20 -4.42  0.32
H81 -1.38 0.69 -4.04  0.26
H82 -0.25 1.02 -2.75  -0.28
H83 0.27 0.67 -5.42  0.41
H84 1.91 2.20 -3.39  0.31
H85 2.31 2.08 -5.11  0.31
H86 2.28 -0.14 -2.96  -0.67
H87 3.47 0.26 -4.03  0.48
H88 1.76 -1.27 -6.88  0.20
H89 3.45 -1.48 -6.20  0.27
H90 2.93 0.10 -6.62  0.30
C37 -4.50 7.43 2.17  -0.62
O13 -5.19 6.76 1.16  -0.37
C38 -4.24 6.32 0.17  -0.50
C39 -4.90 5.44 -0.83  -0.79
N7 -5.07 4.16 -0.15  0.41
C40 -5.87 3.13 -0.75  -0.54
C41 -6.70 2.35 0.27  -1.21
O14 -5.90 1.65 1.22  0.20
C42 -6.69 1.23 2.37  -0.88
H91 -4.07 8.32 1.73  0.34
H92 -3.80 6.76 2.60  0.22
H93 -5.24 7.78 2.94  0.21
H94 -3.44 5.74 0.62  0.18
H95 -3.78 7.18 -0.33  0.59
H96 -4.33 5.19 -1.73  0.39
H97 -5.82 5.96 -1.19  0.33
H98 -5.34 4.32 0.78  -0.11
H99 -5.20 2.49 -1.33  0.03
H100 -6.55 3.60 -1.47  0.35
H101 -7.17 1.59 -0.27  0.45
H102 -7.42 2.99 0.79  0.73
H103 -7.66 1.79 2.34  0.41
H104 -6.10 1.40 3.24  0.22
H105 -6.88 0.16 2.37  0.23
C43 6.88 1.20 -4.32  -0.85
O15 5.69 1.76 -3.83  0.00
C44 5.49 3.21 -3.89  -0.32
C45 6.48 3.88 -2.88  -0.43
N8 6.58 5.33 -2.98  -0.31
C46 7.90 5.77 -2.62  -0.97
C47 8.37 5.51 -1.22  -0.32
O16 7.38 6.00 -0.28  -0.34
C48 7.85 5.84 1.09  -0.70
H106 7.68 1.56 -3.74  0.37
H107 7.14 1.54 -5.38  0.30
H108 6.59 0.16 -4.31  0.17
H109 4.41 3.33 -3.52  0.03
H110 5.63 3.67 -4.89  0.22
H111 7.48 3.56 -3.17  0.34
H112 6.28 3.46 -1.85  0.17
H113 5.86 5.80 -2.41  0.31
H114 7.87 6.84 -2.79  0.41
H115 8.64 5.39 -3.31  0.39
H116 9.38 5.94 -1.04  0.48
H117 8.53 4.46 -0.98  0.30
H118 7.86 4.80 1.46  0.28
H119 7.13 6.30 1.71  0.27
H120 8.89 6.29 1.18  0.27
C49 -5.84 -4.72 0.34  0.53
O17 -6.16 -5.76 0.91  -0.71
N9 -4.57 -4.45 -0.06  0.00
N10 -6.72 -3.69 0.19  -0.38
H121 -4.08 -5.26 -0.36  0.07
H122 -4.44 -3.67 -0.70  -0.05
H123 -6.66 -3.19 -0.69  0.19
H124 -7.65 -4.12 0.32  0.28

The LUMO energy comes out at 0.46 eV. As for the SMILES: COCCNCCOC.COCCNCCOC.COCCNCCOC.COCCNCCOC.COCCNCCOC.COCCNCCOC.COCCNCCOC.COCCNCCOC.NC(N)=O. The HOMO energy is -8.2 eV. For the largest force on an atom, the calculation gives 0.0761 hartree/bohr. The calculation puts the HOMO-LUMO gap at 8.71 eV. The value obtained for the energy above the lowest of the compared OMol25 structures with the same formula, charge and spin is 115.3 kcal per mole.